Model P:
Entry from the OMol25 dataset: HO2PS in the gas phase (ωB97M-V/def2-TZVPD).

The HOMO-LUMO gap is 7.2 eV. Its HOMO energy is -8.6 eV. For the LUMO energy, the calculation gives -1.41 eV.

Cartesian coordinates (Å):
O -0.673 1.750 1.464
P -0.372 0.365 1.202
O 0.662 0.349 -0.438
S 0.775 -0.954 -1.353
H -0.392 -1.509 -0.875

Charges per atom according to Löwdin partitioning, unit e:
1 O -0.4394
2 P 0.9541
3 O -0.9822
4 S 0.6282
5 H -0.1606



Model Q:
Entry from the OMol25 dataset: HO2PS in the gas phase (ωB97M-V/def2-TZVPD).

The HOMO-LUMO gap is 7.0 eV. Its HOMO energy is -8.2 eV. For the LUMO energy, the calculation gives -1.23 eV.

Cartesian coordinates (Å):
O -1.652 0.730 0.952
O -1.565 -1.061 -0.591
P -0.570 -0.848 0.754
S -2.621 0.267 -0.300
H 0.538 -0.124 0.326

Charges per atom according to Löwdin partitioning, unit e:
1 O -0.7925
2 O -0.7995
3 P 0.9011
4 S 0.7839
5 H -0.0930



Model R:
Entry from the OMol25 dataset: HO2PS in the gas phase (ωB97M-V/def2-TZVPD).

The HOMO-LUMO gap is 7.4 eV. Its HOMO energy is -9.1 eV. For the LUMO energy, the calculation gives -1.70 eV.

Cartesian coordinates (Å):
O -2.028 -0.205 -0.332
P -0.927 -0.902 0.282
S 0.866 0.339 -0.509
O 0.479 1.553 0.319
H 1.610 -0.785 0.241

Charges per atom according to Löwdin partitioning, unit e:
1 O -0.5210
2 P 0.7485
3 S 0.5255
4 O -0.7061
5 H -0.0470



Tell me which of them is the least stable. Sure, it is model Q.



Model P:
Entry from the OMol25 dataset: C3H4N2 in the gas phase (ωB97M-V/def2-TZVPD).

The HOMO-LUMO gap is 10.5 eV. Its HOMO energy is -9.7 eV. For the LUMO energy, the calculation gives 0.71 eV.

Cartesian coordinates (Å):
H 2.423 0.265 0.215
N 1.772 -0.542 0.112
C 0.553 -0.248 0.120
C -0.865 -1.129 -0.044
N -1.548 -0.062 0.195
C -0.452 0.904 0.021
H -0.941 -2.191 -0.243
H -0.353 1.795 0.637
H -0.589 1.208 -1.014

Here are the Löwdin charges for atoms 1 to 6, given in e:
1 H 0.0679
2 N 0.1208
3 C -0.3049
4 C -0.0332
5 N 0.0191
6 C -0.1699



Model Q:
Entry from the OMol25 dataset: C3H4N2 in the gas phase (ωB97M-V/def2-TZVPD).

The HOMO-LUMO gap is 11.5 eV. Its HOMO energy is -10.8 eV. For the LUMO energy, the calculation gives 0.69 eV.

Cartesian coordinates (Å):
N -1.414 1.514 -2.002
C -1.072 0.930 -1.052
C -0.455 0.193 0.186
C 0.529 -0.908 0.006
N 1.005 0.455 0.398
H -1.070 0.159 1.149
H 0.893 -1.256 -0.933
H 0.385 -1.598 0.838
H 1.199 0.511 1.410

Here are the Löwdin charges for atoms 1 to 6, given in e:
1 N 0.1149
2 C -0.1420
3 C -0.2906
4 C -0.1408
5 N 0.0095
6 H 0.1506



Tell me which of them is the least stable. Sure, it is model P.



Model P:
Entry from the OMol25 dataset: C3H4N2 in the gas phase (ωB97M-V/def2-TZVPD).

The HOMO-LUMO gap is 9.8 eV. Its HOMO energy is -8.9 eV. For the LUMO energy, the calculation gives 0.96 eV.

Cartesian coordinates (Å):
C 1.148 0.101 -0.460
C 0.340 -0.938 -0.087
N -0.894 -0.388 0.214
C -0.677 0.986 0.214
N 0.466 1.295 -0.318
H 2.185 0.002 -0.700
H 0.564 -2.006 -0.089
H -1.715 -0.775 0.639
H -1.418 1.723 0.588

Here are the Löwdin charges for atoms 1 to 6, given in e:
1 C -0.1673
2 C -0.1289
3 N 0.0397
4 C -0.2250
5 N 0.0331
6 H 0.0862



Model Q:
Entry from the OMol25 dataset: C3H4N2 in the gas phase (ωB97M-V/def2-TZVPD).

The HOMO-LUMO gap (spin up / spin down) is 8.2 / 8.2 eV. Its HOMO energy (spin up / spin down) is -8.3 / -8.2 eV. For the LUMO energy (spin up / spin down), the calculation gives -0.03 / -0.03 eV.

Cartesian coordinates (Å):
C -0.253 -0.975 -0.356
C -0.357 -0.589 1.078
C 0.568 1.173 -0.761
N 0.283 -0.097 -1.117
N -0.078 0.552 1.360
H -0.409 -1.978 -0.496
H -0.998 -1.296 1.659
H 1.611 1.431 -0.748
H -0.367 1.780 -0.619

Here are the Löwdin charges for atoms 1 to 6, given in e:
1 C -0.1137
2 C -0.3450
3 C 0.0151
4 N -0.0149
5 N 0.0874
6 H 0.0750



Tell me which of them is the least stable. Sure, it is model Q.



Model P:
Entry from the OMol25 dataset: a 2-piece molecular cluster, C3H4N2 overall (ωB97M-V/def2-TZVPD).

The HOMO-LUMO gap is 9.4 eV. Its HOMO energy is -8.5 eV. For the LUMO energy, the calculation gives 0.93 eV.

Cartesian coordinates (Å):
C -0.118 -1.494 0.359
C 1.489 -0.029 -0.565
C -0.809 -0.549 0.110
N -1.609 0.545 -0.243
N 1.849 0.715 0.249
H 0.343 -2.500 0.522
H -1.969 0.528 -1.225
H -0.955 1.301 -0.128
H 1.780 1.482 0.921

Here are the Löwdin charges for atoms 1 to 6, given in e:
1 C -0.0019
2 C -0.1067
3 C -0.3349
4 N 0.0521
5 N 0.0557
6 H 0.0726



Model Q:
Entry from the OMol25 dataset: C3H4N2 in the gas phase (ωB97M-V/def2-TZVPD).

The HOMO-LUMO gap is 11.1 eV. Its HOMO energy is -10.2 eV. For the LUMO energy, the calculation gives 0.88 eV.

Cartesian coordinates (Å):
N -1.107 3.044 1.582
C -0.983 2.071 1.001
N -1.030 0.836 0.286
C -0.104 0.297 -0.706
C -0.157 -0.221 0.722
H 0.748 0.836 -1.105
H -0.667 -0.201 -1.395
H -0.575 -1.234 0.764
H 0.739 -0.152 1.340

Here are the Löwdin charges for atoms 1 to 6, given in e:
1 N 0.1291
2 C -0.2511
3 N -0.0651
4 C -0.0897
5 C -0.1289
6 H 0.1140



Tell me which of them is the least stable. Sure, it is model P.